1.
Molecular formula: C49H97IN3O13
Method: DFT, ωB97M-V/def2-TZVPD

Each atom is followed by the atoms it is bonded to, with distances in Å.
CARTESIAN COORDINATES (ANGSTROEM)
1 I -5.735 0.691 -4.014  C22 2.143
2 O 1.951 2.911 1.697  N16 1.158
3 O 6.045 -1.959 -2.620  C43 1.210
4 O -0.093 3.472 1.594  N16 1.422, C35 1.422
5 O 5.703 3.103 0.568  C49 1.404, C53 1.421
6 O -7.999 3.018 0.368  C65 1.215
7 O 2.917 -4.403 6.223  C62 1.212
8 O -9.384 3.920 -8.135  C58 1.205
9 O 0.901 0.639 5.770  C23 1.210
10 O -3.489 4.339 -0.017  C24 1.386, H79 0.960
11 O 2.294 -2.157 10.279  C27 1.210
12 O 2.056 -3.224 -0.545  C19 1.421, C51 1.408
13 O 2.445 -1.070 -7.154  C36 1.208
14 O -0.614 -5.938 3.508  C31 1.209
15 N 0.612 3.302 -1.450  C41 1.459, H68 1.011, H136 1.008
16 N 0.891 2.485 1.881  O2 1.158, O4 1.422
17 N -3.786 1.935 -0.245  C24 1.493, C45 1.490, C54 1.273
18 C -9.916 2.087 1.422  C65 1.505, H122 1.091, H127 1.091, H157 1.087
19 C 2.202 -1.913 -0.016  O12 1.421, C40 1.538, H146 1.087, H147 1.092
20 C 2.432 2.305 5.064  C23 1.509, H143 1.086, H149 1.092, H152 1.091
21 C 0.490 -2.373 -7.521  C36 1.511, H75 1.091, H113 1.088, H121 1.092
22 C -5.907 1.972 -2.305  I1 2.143, C34 1.526, H83 1.083, H129 1.083
23 C 1.578 1.591 6.083  O9 1.210, C20 1.509, C48 1.507
24 C -3.006 3.165 -0.574  O10 1.386, N17 1.493, C37 1.552, H85 1.087
25 C 3.366 3.245 -3.121  C39 1.532, C63 1.520, H67 1.092, H77 1.092
26 C 0.848 1.236 -5.291  C56 1.521, C57 1.531, H72 1.089, H78 1.087
27 C 2.209 -3.312 10.630  O11 1.210, C33 1.510, C38 1.510
28 C -0.363 0.862 -3.081  C29 1.531, C57 1.529, H73 1.092, H82 1.079
29 C -1.683 1.076 -2.334  C28 1.531, C60 1.551, H106 1.093, H142 1.089
30 C -8.523 3.961 2.488  C65 1.506, H99 1.090, H111 1.088, H132 1.091
31 C -0.545 -7.108 3.208  O14 1.209, C50 1.509, C59 1.509
32 C 0.768 -3.729 5.467  C62 1.509, H69 1.084, H87 1.092, H134 1.091
33 C 2.528 -4.451 9.692  C27 1.510, H93 1.083, H130 1.092, H150 1.091
34 C -5.997 1.187 -1.000  C22 1.526, C45 1.520, H94 1.088, H97 1.084
35 C -1.334 2.866 1.253  O4 1.422, C37 1.537, H104 1.090, H133 1.085
36 C 1.963 -2.174 -7.247  O13 1.208, C21 1.511, C47 1.509
37 C -1.544 2.745 -0.265  C24 1.552, C35 1.537, C41 1.543, C60 1.585
38 C 1.777 -3.679 12.030  C27 1.510, H98 1.091, H126 1.087, H137 1.091
39 C 2.451 2.968 -4.318  C25 1.532, C56 1.534, H123 1.090, H153 1.091
40 C 1.457 -0.876 -0.873  C19 1.538, C64 1.540, H80 1.089, H160 1.087
41 C -0.696 3.787 -1.025  N15 1.459, C37 1.543, H86 1.088, H138 1.089
42 C -8.909 4.146 -5.816  C58 1.512, H91 1.092, H141 1.092, H148 1.087
43 C 6.942 -2.766 -2.525  O3 1.210, C46 1.508, C52 1.509
44 C -8.269 2.054 -7.168  C58 1.511, H76 1.087, H119 1.091, H163 1.091
45 C -5.224 1.846 0.132  N17 1.490, C34 1.520, H89 1.084, H144 1.085
46 C 8.302 -2.383 -1.999  C43 1.508, H90 1.091, H105 1.091, H118 1.087
47 C 2.800 -3.420 -7.096  C36 1.509, H101 1.091, H110 1.087, H156 1.091
48 C 1.607 2.115 7.496  C23 1.507, H124 1.091, H131 1.087, H155 1.091
49 C 6.473 2.051 1.090  O5 1.404, H92 1.094, H109 1.093, H158 1.086
50 C -0.242 -8.170 4.236  C31 1.509, H95 1.087, H96 1.091, H125 1.091
51 C 2.928 -3.487 -1.619  O12 1.408, H100 1.086, H159 1.093, H162 1.093
52 C 6.751 -4.207 -2.931  C43 1.509, H103 1.091, H112 1.088, H116 1.091
53 C 4.809 2.693 -0.457  O5 1.421, C66 1.518, H84 1.096, H145 1.087
54 C -3.010 0.934 -0.375  N17 1.273, C60 1.510, H102 1.083
55 C 2.266 -2.226 6.924  C62 1.508, H117 1.087, H140 1.090, H161 1.090
56 C 2.165 1.483 -4.572  C26 1.521, C39 1.534, H81 1.088, H139 1.089
57 C -0.355 1.602 -4.419  C26 1.531, C28 1.529, H107 1.093, H154 1.093
58 C -8.905 3.425 -7.146  O8 1.205, C42 1.512, C44 1.511
59 C -0.755 -7.575 1.788  C31 1.509, H115 1.091, H120 1.087, H128 1.091
60 C -1.596 1.253 -0.795  C29 1.551, C37 1.585, C54 1.510, C61 1.552
61 C -0.788 0.149 -0.061  C60 1.552, C64 1.544, H108 1.089, H151 1.092
62 C 2.069 -3.538 6.207  O7 1.212, C32 1.509, C55 1.508
63 C 4.516 2.270 -2.936  C25 1.520, C66 1.527, H70 1.090, H71 1.091
64 C 0.754 0.219 -0.049  C40 1.540, C61 1.544, H74 1.084, H88 1.090
65 C -8.739 3.020 1.332  O6 1.215, C18 1.505, C30 1.506
66 C 5.477 2.674 -1.821  C53 1.518, C63 1.527, H114 1.089, H135 1.088
67 H 3.784 4.248 -3.233  C25 1.092
68 H 1.305 3.431 -0.725  N15 1.011
69 H 0.748 -4.705 4.997  C32 1.084
70 H 4.163 1.265 -2.700  C63 1.090
71 H 5.068 2.163 -3.870  C63 1.091
72 H 0.803 1.856 -6.186  C26 1.089
73 H -0.237 -0.197 -3.314  C28 1.092
74 H 1.094 1.203 -0.354  C64 1.084
75 H 0.354 -2.930 -8.449  C21 1.091
76 H -8.328 1.641 -8.172  C44 1.087
77 H 2.772 3.271 -2.205  C25 1.092
78 H 0.753 0.189 -5.569  C26 1.087
79 H -3.879 4.175 0.844  O10 0.960
80 H 2.168 -0.402 -1.547  C40 1.089
81 H 2.207 0.918 -3.644  C56 1.088
82 H 0.484 1.161 -2.484  C28 1.079
83 H -5.050 2.633 -2.367  C22 1.083
84 H 4.423 1.698 -0.210  C53 1.096
85 H -3.132 3.291 -1.647  C24 1.087
86 H -1.231 4.127 -1.909  C41 1.088
87 H -0.071 -3.649 6.161  C32 1.092
88 H 1.075 0.093 0.985  C64 1.090
89 H -5.587 2.850 0.317  C45 1.084
90 H 8.538 -2.970 -1.110  C46 1.091
91 H -9.452 3.558 -5.074  C42 1.092
92 H 5.846 1.212 1.405  C49 1.094
93 H 2.826 -4.055 8.729  C33 1.083
94 H -5.619 0.177 -1.148  C34 1.088
95 H -0.110 -7.708 5.211  C50 1.087
96 H -1.061 -8.889 4.284  C50 1.091
97 H -7.041 1.110 -0.719  C34 1.084
98 H 0.873 -4.289 11.994  C38 1.091
99 H -9.396 4.601 2.615  C30 1.090
100 H 2.604 -4.406 -2.099  C51 1.086
101 H 2.428 -4.024 -6.267  C47 1.091
102 H -3.365 -0.074 -0.198  C54 1.083
103 H 7.456 -4.469 -3.722  C52 1.091
104 H -1.383 1.904 1.762  C35 1.090
105 H 9.064 -2.579 -2.755  C46 1.091
106 H -2.297 0.189 -2.511  C29 1.093
107 H -1.290 1.368 -4.936  C57 1.093
108 H -1.139 0.075 0.967  C61 1.089
109 H 7.217 1.688 0.376  C49 1.093
110 H 3.834 -3.142 -6.904  C47 1.087
111 H -7.650 4.583 2.302  C30 1.088
112 H 5.736 -4.354 -3.293  C52 1.088
113 H 0.002 -1.405 -7.610  C21 1.088
114 H 5.935 3.644 -2.007  C66 1.089
115 H 0.139 -8.085 1.427  C59 1.091
116 H 6.929 -4.863 -2.078  C52 1.091
117 H 3.238 -2.217 7.412  C55 1.087
118 H 8.314 -1.326 -1.745  C46 1.087
119 H -8.788 1.390 -6.475  C44 1.091
120 H -0.962 -6.719 1.150  C59 1.087
121 H 0.031 -2.937 -6.708  C21 1.092
122 H -9.820 1.449 2.302  C18 1.091
123 H 1.525 3.535 -4.226  C39 1.090
124 H 1.274 3.154 7.517  C48 1.091
125 H 0.671 -8.702 3.964  C50 1.091
126 H 1.578 -2.775 12.601  C38 1.087
127 H -10.839 2.660 1.511  C18 1.091
128 H -1.594 -8.271 1.743  C59 1.091
129 H -6.789 2.578 -2.475  C22 1.083
130 H 1.649 -5.086 9.564  C33 1.092
131 H 0.953 1.514 8.123  C48 1.087
132 H -8.375 3.394 3.409  C30 1.091
133 H -2.094 3.496 1.702  C35 1.085
134 H 0.661 -2.961 4.699  C32 1.091
135 H 6.262 1.921 -1.802  C66 1.088
136 H 0.922 3.785 -2.279  N15 1.008
137 H 2.563 -4.252 12.524  C38 1.091
138 H -0.583 4.669 -0.397  C41 1.089
139 H 2.968 1.095 -5.197  C56 1.089
140 H 2.214 -1.404 6.210  C55 1.090
141 H -7.885 4.291 -5.468  C42 1.092
142 H -2.213 1.905 -2.800  C29 1.089
143 H 2.320 1.818 4.100  C20 1.086
144 H -5.267 1.234 1.027  C45 1.085
145 H 4.001 3.420 -0.440  C53 1.087
146 H 1.776 -1.954 0.983  C19 1.087
147 H 3.265 -1.666 0.026  C19 1.092
148 H -9.390 5.114 -5.929  C42 1.087
149 H 2.120 3.347 4.979  C20 1.092
150 H 3.344 -5.050 10.098  C33 1.091
151 H -1.072 -0.792 -0.537  C61 1.092
152 H 3.483 2.276 5.356  C20 1.091
153 H 2.958 3.359 -5.203  C39 1.091
154 H -0.395 2.675 -4.210  C57 1.093
155 H 2.623 2.069 7.891  C48 1.091
156 H 2.752 -4.017 -8.008  C47 1.091
157 H -9.965 1.466 0.531  C18 1.087
158 H 7.000 2.428 1.961  C49 1.086
159 H 2.934 -2.693 -2.369  C51 1.093
160 H 0.757 -1.427 -1.497  C40 1.087
161 H 1.493 -2.089 7.680  C55 1.090
162 H 3.958 -3.625 -1.279  C51 1.093
163 H -7.222 2.126 -6.869  C44 1.091

Calculated values
Net charge   +1
Strongest force on any atom   0.0232 hartree/bohr
Kohn-Sham gap   0.258 Eh
Multiplicity   1

=====

2.
Molecular formula: C3H9N2S
Method: DFT, ωB97M-V/def2-TZVPD

Each atom is followed by the atoms it is bonded to, with distances in Å.
CARTESIAN COORDINATES (ANGSTROEM)
1 S 0.159 0.042 -3.346  C6 1.729, H11 1.334
2 N -0.910 0.364 1.355  C4 1.449, H9 1.024, H14 1.015
3 N -0.896 0.843 -0.995  C6 1.269, H10 1.144, H13 1.012
4 C 0.053 -0.718 1.301  N2 1.449, C5 1.333, H7 1.124
5 C 1.347 -0.404 1.341  C4 1.333, H8 1.038, H15 1.042
6 C 0.026 0.253 -1.635  S1 1.729, N3 1.269, H12 1.189
7 H -0.557 -1.662 1.334  C4 1.124
8 H 2.016 -1.195 1.410  C5 1.038
9 H -0.612 1.014 2.087  N2 1.024
10 H -0.697 0.976 0.124  N3 1.144
11 H 0.997 -0.993 -3.268  S1 1.334
12 H 0.785 -0.416 -1.012  C6 1.189
13 H -1.560 1.278 -1.624  N3 1.012
14 H -1.834 0.035 1.615  N2 1.015
15 H 1.684 0.582 1.311  C5 1.042

Calculated values
Net charge   +1
Strongest force on any atom   0.0850 hartree/bohr
Kohn-Sham gap   0.358 Eh
Multiplicity   1
Relative energy (zero: lowest compared OMol25 entry of this formula, charge and spin)   2.294 eV